Below is a molecular structure, C17H18I2N4O3Ru, with properties calculated with the ωB97M-V functional and the def2-TZVPD basis.

Last column: Mulliken charge in e.
Positions of all 45 atoms, in Å:
1 N 0.5985 1.1075 1.8461  0.787
2 C 3.3654 -2.3169 1.2387  -1.013
3 C 1.3458 -3.5846 1.0248  -0.975
4 C 0.6981 -2.4321 0.6314  0.839
5 C 2.6983 -3.5271 1.3296  -0.218
6 H -2.4812 -1.0484 -1.1595  0.342
7 C 2.6540 -1.1955 0.8607  -0.083
8 H -1.5083 -1.1151 1.5968  0.229
9 N -1.3517 -1.1050 0.5913  -0.022
10 H 2.9361 3.9532 -0.5148  0.371
11 I -6.1654 2.7459 2.2146  0.129
12 H 1.1097 3.4148 3.5203  0.320
13 H -1.2964 -3.2548 0.5513  0.455
14 H 2.8306 3.1979 3.1925  0.472
15 Ru 0.1573 0.3829 0.1619  0.003
16 C -2.4932 2.8918 -0.0761  -0.282
17 C 3.1017 3.5287 0.4742  -1.512
18 O -1.1025 1.2229 -1.0710  -0.894
19 H 4.1247 3.1472 0.4944  0.299
20 H 1.9098 1.9268 4.0234  0.386
21 H -0.6911 1.0605 3.2472  0.349
22 N 1.5880 1.7324 -0.3255  0.922
23 H 3.1175 -0.2207 0.7872  0.450
24 C -2.6520 -0.8589 -0.0986  -0.879
25 C -0.7372 -2.3885 0.1927  -0.750
26 H -3.8363 4.2704 0.8619  0.366
27 C -2.2105 1.5577 -0.3731  0.948
28 H -4.8403 0.1231 1.2383  0.400
29 C -3.0647 0.5640 0.1234  0.459
30 O 0.1169 0.5665 3.0369  -0.538
31 H -0.7566 -2.4219 -0.9011  0.323
32 H 0.7990 -4.5153 1.0848  0.428
33 H -3.4107 -1.5557 0.2627  0.462
34 H 4.4187 -2.2339 1.4624  0.433
35 O 2.0028 1.8946 -1.4649  -0.661
36 C -4.4744 2.2357 1.1141  -0.298
37 C 2.0989 2.4533 0.7173  0.250
38 C 1.5313 2.0764 1.9307  0.373
39 H 3.2244 -4.4211 1.6355  0.432
40 I -1.1755 4.3693 -0.7119  0.129
41 H 3.0129 4.3221 1.2131  0.465
42 C -4.1877 0.9015 0.8629  -0.873
43 N 1.3510 -1.2529 0.5632  0.251
44 C 1.8750 2.6851 3.2445  -1.692
45 C -3.6251 3.2313 0.6509  -0.385

Summary:
2S+1 ... 2
Energy above the lowest of the compared OMol25 structures with the same formula, charge and spin ... 0.000 eV
Charge ... +1
<S²> ... 0.802

=====

Below is a molecular structure, C17H18IN4O4PtS2, with properties calculated with the ωB97M-V functional and the def2-TZVPD basis.

Last column: Mulliken charge in e.
Positions of all 47 atoms, in Å:
1 H -0.4754 -3.2345 -1.3290  0.244
2 N -1.9222 1.8883 0.1419  -0.138
3 C 0.2959 4.8278 -0.2383  -0.438
4 I -5.5509 -6.5275 -0.9039  0.133
5 C -3.6058 -4.4718 0.1508  -0.535
6 O 1.4614 -0.5001 -0.0291  -0.889
7 C -2.8378 -3.3176 0.1195  -0.125
8 H 3.7248 2.3165 0.6003  0.377
9 N 1.3686 -2.6781 -0.8757  -0.157
10 H 3.2391 -0.7588 1.9421  0.308
11 C -2.8375 -2.5034 -1.0098  0.132
12 H 2.8269 1.1284 -0.3604  -0.468
13 C -4.3859 -4.0030 -2.0850  -0.528
14 C 3.1201 2.1645 -0.2949  -0.351
15 S -4.1394 3.0874 0.0620  -0.145
16 N 0.2314 -2.5886 -1.6537  -0.344
17 C -2.7388 4.0217 -0.1936  -0.382
18 H -3.6020 -5.1055 1.0273  0.403
19 S 1.9938 4.6956 -0.3010  -0.155
20 H 1.9219 -3.5235 -0.8525  0.252
21 H -3.5971 -2.2141 -2.9835  0.485
22 O -1.9781 -0.5751 -2.0832  -0.677
23 H -4.8872 0.6821 1.0960  0.583
24 C 1.8935 2.9944 -0.2428  0.578
25 H 3.7234 2.4303 -1.1632  0.408
26 C -2.0248 -1.2489 -1.0703  0.548
27 C -3.6109 -2.8541 -2.1110  -0.494
28 O -1.4260 -0.9502 0.0674  -0.827
29 H -4.9891 -4.2725 -2.9412  0.407
30 C -0.2520 3.5961 -0.1812  0.319
31 C -3.2153 1.6699 0.2631  0.691
32 H 4.2629 -0.3809 0.5224  0.259
33 H 0.4462 -2.7416 -2.6300  0.234
34 N 0.6595 2.5482 -0.1694  -0.091
35 O 3.0517 -2.0527 0.3213  -0.417
36 H -2.7730 5.0805 -0.3872  0.432
37 H -0.2073 5.7804 -0.2380  0.423
38 C -3.9478 0.4182 0.6122  -1.172
39 C -4.3813 -4.8068 -0.9520  -0.017
40 H -3.3587 -0.2048 1.2769  0.183
41 C 1.8982 -1.6485 -0.2072  0.852
42 H -2.2341 -3.0432 0.9750  0.434
43 Pt -0.2917 0.7038 -0.0500  0.857
44 H -4.1830 -0.1540 -0.2854  0.257
45 C 3.8355 -1.1707 1.1305  -0.647
46 H 4.6319 -1.7907 1.5273  0.269
47 C -1.6522 3.2286 -0.0963  -0.074

Summary:
Energy above the lowest of the compared OMol25 structures with the same formula, charge and spin ... 0.000 eV
Charge ... +1

=====

Below is a molecular structure, C17H18InN3OPS, with properties calculated with the ωB97M-V functional and the def2-TZVPD basis.

Last column: Mulliken charge in e.
Positions of all 42 atoms, in Å:
1 H 3.5971 -3.2895 1.0805  0.289
2 O 0.6906 3.6691 0.2267  -0.404
3 C 2.2283 0.1512 -1.9516  -1.031
4 C 0.8783 -0.3659 0.0788  -0.981
5 H -2.2430 -2.2876 -3.3415  0.453
6 C 2.4205 1.5435 0.0886  1.336
7 H -4.4196 -1.8919 -2.4225  0.395
8 P -5.3899 -0.8930 0.2893  0.415
9 H 2.4983 -0.0562 -2.9942  0.506
10 In 5.1355 2.9453 -1.7668  0.749
11 H -0.1601 -2.8586 2.0386  0.454
12 N -0.1058 -1.1635 0.7381  0.181
13 C 1.5225 4.9470 0.5468  -0.765
14 C -2.3309 -1.9601 -2.2981  -0.903
15 H 1.8221 5.0212 -0.5093  0.261
16 C -1.1665 -1.7589 -1.4734  1.065
17 C 1.4562 0.7069 0.7261  0.178
18 S 0.4414 -1.9848 -2.0651  0.035
19 H 1.2555 3.4968 2.3156  0.418
20 C -3.7141 -1.2562 -0.3885  0.022
21 C 2.7766 1.2229 -1.2334  -0.484
22 H 0.6309 5.5739 0.6744  0.389
23 H -5.3001 -2.8646 1.1805  0.282
24 C 1.8999 -2.5582 1.4933  -0.291
25 H 3.5432 1.8357 -1.7941  -0.170
26 C 1.2756 -0.6266 -1.2766  0.915
27 H -6.2870 -0.6696 -0.7930  0.173
28 C -2.5228 -1.1000 0.4107  -0.235
29 H 3.5261 3.4494 0.2871  -0.050
30 C -3.5678 -1.7172 -1.7544  -0.539
31 C 2.9571 2.7235 0.8867  -0.669
32 H 3.4299 2.4477 1.8404  0.399
33 H -2.6630 -0.7565 1.4431  0.507
34 H 1.1559 0.9572 1.7524  0.512
35 C -1.2625 -1.3242 -0.0680  -0.417
36 C 0.4135 -2.5239 1.1498  -0.259
37 N 2.6219 -3.3144 0.7723  -0.493
38 N -5.9697 -2.0879 1.1691  -0.440
39 C 1.6217 3.5491 1.2696  0.258
40 H -5.2474 0.3391 0.9901  0.173
41 H 0.1826 -3.2529 0.3491  0.343
42 H 2.3689 -2.0170 2.3324  0.424

Summary:
Charge ... +3
Electronic energy ... -1826.41731 hartree

=====

Below is a molecular structure, C17H18N2O, with properties calculated with the ωB97M-V functional and the def2-TZVPD basis.

Last column: Mulliken charge in e.
Positions of all 38 atoms, in Å:
1 C -5.0226 0.3690 0.9884  -0.911
2 C -1.8613 1.9587 -0.4411  -1.798
3 C -1.2418 -0.3043 0.7391  -1.414
4 C 5.0340 1.5628 0.2743  -1.087
5 H 5.9404 -1.1561 -0.5188  0.307
6 H -5.2479 1.0031 1.6393  0.673
7 H -1.7773 2.7887 -0.6997  0.797
8 H 5.4845 0.8460 1.4440  0.169
9 C 1.3802 0.5051 -0.1773  0.270
10 C 3.6872 0.7056 0.3316  0.456
11 C 5.0935 -1.5400 0.2287  -1.965
12 H 2.7899 -2.4823 -0.5044  0.219
13 H 2.4704 2.3734 0.3749  0.321
14 H 0.6052 -1.4989 -0.8051  0.028
15 H -4.4808 -2.4153 -1.6351  0.695
16 C 1.6012 -0.7048 -0.5452  0.285
17 C 3.8261 -0.7787 -0.1080  1.058
18 H 5.0502 -2.4552 -0.1204  0.426
19 H -0.3693 -0.3515 1.2790  0.696
20 H -2.1404 -0.1635 1.5913  0.300
21 C -0.9001 0.9556 -0.1055  1.327
22 H 5.5512 -1.4029 0.9926  0.677
23 H -5.9558 -3.0029 0.2046  0.217
24 C -4.6225 -1.7050 -1.0525  -0.542
25 N -5.5635 -1.0234 1.0912  -0.549
26 O -4.1246 2.6183 -0.3487  -0.481
27 H 5.8703 1.3060 -0.2758  0.366
28 H 0.3438 2.1858 -0.6810  0.285
29 N 0.2743 1.1301 -0.3438  0.040
30 C 2.5808 1.3677 0.1073  -1.062
31 C -3.3934 1.7620 -0.2337  0.006
32 C -5.4789 -1.8766 0.0769  -0.088
33 C -4.1441 0.3619 -0.0273  0.706
34 H 4.8427 2.6101 0.5984  0.259
35 C 2.6831 -1.4098 -0.2332  -0.851
36 H -1.4867 -1.1312 -0.1823  0.128
37 H -3.2883 -0.3531 -2.0331  0.085
38 C -4.0099 -0.6542 -0.8897  -0.049

Summary:
Energy above the lowest of the compared OMol25 structures with the same formula, charge and spin ... 15.921 eV